# C5H5Cl

C5H5Cl in the gas phase (ωB97M-V/def2-TZVPD, OMol25).

Element x y z (Å)
Cl 1.8140 2.0280 -0.4061
H 1.6518 0.0721 0.8634
H -1.1734 -1.7395 -1.3773
H -2.1531 -0.6424 1.0119
H -0.4762 1.2982 1.7686
C 0.5563 -0.4026 -0.9393
C -1.3218 -0.2606 0.4387
C -0.6509 -0.9431 -0.6666
H 1.2955 -0.6560 -1.7210
C -0.4863 0.7000 0.8903
C 0.9441 0.5459 0.1374

Forces on atoms 1 to 3 (eV/Å):
-0.4987 -0.2908 0.0956
-0.7208 0.2375 -0.4680
1.2455 1.7321 1.8408

The value obtained for the total energy is -17786.7662 eV. The calculation puts the HOMO-LUMO gap at 9.4 eV. For the LUMO energy, the calculation gives 0.4 eV. The energy above the lowest of the compared OMol25 structures with the same formula, charge and spin is 76.6 kJ/mol.

---

# C21H25Br15F12O8

A molecular structure, C21H25Br15F12O8 (ωB97M-V/def2-TZVPD, OMol25).

Element x y z (Å)
H -18.1114 17.8442 -21.3572
F -14.9048 11.4484 -19.2975
H -15.0607 4.7280 -28.2004
H -10.5205 20.0083 -24.6553
C -14.9159 5.7516 -27.8550
C -9.7631 19.2694 -24.3937
C -14.8975 6.7660 -17.0178
Br -13.5268 7.9736 -16.3176
Br -22.7416 2.9881 -21.7417
C -14.8986 11.7141 -20.6128
H -18.1986 7.4555 -21.8872
F -13.5345 1.8657 -25.0590
F -12.1763 16.2709 -26.3537
O -16.2724 11.3978 -22.5370
H -17.0556 8.4603 -22.7504
F -13.7532 11.2321 -21.0502
Br -21.5266 14.7605 -16.3800
C -14.2534 4.2421 -25.1190
H -17.6473 18.5288 -22.7607
C -9.4578 19.2920 -22.8593
Br -18.9571 14.2451 -18.3838
O -15.0940 5.0487 -24.7333
F -12.6306 15.5691 -24.3994
F -15.4147 2.4918 -24.0929
Br -17.6881 10.8163 -26.9097
Br -20.1746 3.0911 -23.5839
O -10.1240 17.9652 -24.7393
C -16.9042 19.4852 -20.9926
H -17.8737 19.9706 -20.8807
O -12.2549 18.3675 -24.0235
H -16.0714 12.6934 -26.3697
H -15.0020 6.4427 -28.6934
H -16.3963 17.5582 -21.9476
F -15.3613 23.5505 -21.9705
H -18.7451 10.0901 -21.7399
C -11.7310 16.2166 -25.0858
O -13.6695 4.3462 -26.3550
F -13.4998 2.9059 -23.1804
H -20.6812 1.4821 -21.6624
H -10.4018 19.1315 -22.3386
H -8.5722 18.6930 -22.6473
C -14.8462 22.3751 -22.3673
H -16.4738 19.1753 -20.0404
C -20.8276 2.5570 -21.7686
H -25.1420 8.8867 -23.2823
Br -17.4351 13.7980 -28.1021
H -19.9141 12.8117 -16.5637
Br -21.5014 12.2479 -18.4570
H -12.6739 5.8430 -27.5152
O -15.1482 21.5316 -20.1322
H -15.4224 7.3445 -17.7780
C -17.2090 18.2688 -21.7971
Br -24.8265 7.6563 -21.1968
Br -14.1780 5.1936 -17.9489
F -14.9021 13.0374 -20.8752
C -20.3810 13.3833 -17.3658
F -13.5638 22.4990 -22.2532
C -15.4087 21.4284 -21.2789
C -14.1483 2.8388 -24.3951
C -16.4231 12.2749 -27.3126
Br -22.8104 8.2607 -23.7696
H -15.7210 5.9254 -27.1410
Br -16.1140 6.2784 -15.4918
F -10.6501 15.4924 -25.1453
H -13.5390 6.5558 -26.3466
H -18.6618 9.3575 -20.2525
O -16.1658 20.3882 -21.8254
H -9.1503 20.2506 -22.4415
Br -15.1022 11.6518 -28.5255
Br -19.8249 3.5037 -20.4091
C -13.5976 5.6608 -26.9660
C -24.6329 7.9280 -23.1830
C -18.0218 9.5750 -21.1076
C -11.3972 17.6152 -24.5449
H -16.5995 7.8640 -21.2380
O -16.8664 10.2514 -20.5496
H -8.8340 19.4926 -24.9180
C -17.4702 8.2568 -21.7631
Br -25.4173 6.4377 -24.1823
F -15.0314 22.1258 -23.6453
C -16.0380 11.0501 -21.3688

Forces on atoms 1 to 3 (eV/Å):
0.3847 -0.7192 0.5257
-0.5082 0.7552 -0.2260
-0.0780 0.1016 -0.4077

The value obtained for the total energy is -1121805.4021 eV. The calculation puts the HOMO-LUMO gap at 9.7 eV. For the LUMO energy, the calculation gives -0.5 eV. The energy above the lowest of the compared OMol25 structures with the same formula, charge and spin is 309.2 kJ/mol.

---

# C21H50F3O17SV2

A molecular structure, C21H50F3O17SV2 (ωB97M-V/def2-TZVPD, OMol25).

Element x y z (Å)
H -5.1240 0.7232 2.4553
H -0.6443 -4.5079 -3.2479
H -1.1281 -0.8985 4.1592
O 3.5561 0.1815 -1.4065
C 3.9434 -1.9510 -0.5740
H 2.2006 1.1365 -2.6804
H -4.8799 -0.3807 1.1246
C -0.1462 0.4442 -4.8961
H 5.0207 -1.8536 -0.7576
O -1.4263 -4.2379 -1.3119
H -3.7567 2.6832 -0.3775
C -2.1097 -3.0150 -1.5104
H -0.1223 1.0064 -2.8305
H -1.5952 0.4261 5.2550
H 2.0517 5.0190 2.0140
H -0.8493 0.4091 -5.7359
C -4.1990 -4.9680 -0.5610
H 4.2051 -1.8901 2.6767
H -1.5433 0.1235 -3.2456
C 4.0153 3.0178 4.7426
H 1.8800 -0.7969 -6.1354
H 1.6912 4.6443 -0.1927
C -0.3459 -4.3489 -2.2072
H 1.8489 4.4116 4.3915
S 0.2259 0.0858 0.8443
C 3.2790 1.0598 -2.4921
H -3.9183 0.9687 -0.7020
H -1.6260 2.6530 -1.9464
C 0.9968 -1.3778 -5.8268
H -5.1618 -5.4597 -0.6958
F -0.7950 -2.1346 1.9684
H 3.8915 3.7823 5.5187
O -2.6750 0.3151 3.5448
C -1.9660 -0.3490 4.5910
H -2.8139 -1.2070 2.1618
H 0.5988 1.2114 -5.1365
H -1.4194 -2.1714 -1.3813
O -1.4701 2.1196 -3.8909
H -0.0054 4.2096 0.2022
H 0.2708 -3.4383 -2.2232
H -4.1060 -1.1553 3.3941
O -3.6081 1.3254 1.2553
H 0.4726 4.5288 2.5482
H -2.5397 -3.0432 -2.5187
C 3.1535 -1.1522 -1.5871
C 2.0637 3.6558 3.6214
O -1.8283 3.3222 1.3578
O -0.6136 0.0445 -0.3344
H 1.6022 2.7184 3.9663
C -0.8594 0.8844 -3.6395
C -2.2562 2.5721 -2.8400
O -1.1736 2.7751 3.7546
O -0.3882 0.8847 1.9090
H 1.0313 3.1194 -0.7386
H -3.7185 -5.2235 0.3850
O 1.6167 0.4234 0.5550
H 1.3717 -2.3651 -5.5641
O -4.3713 -3.5799 -0.7018
C -4.3494 0.2523 1.8362
H 3.6243 2.0556 -2.2364
C -4.1649 1.7569 0.0119
H 5.4578 -2.3634 1.4782
H -3.6076 -5.4286 -1.3596
V 3.6565 0.8309 0.8572
H -2.7137 3.5512 -3.0014
O 3.6620 -1.5031 0.7584
H 0.2829 -5.1534 -1.8311
C 0.3597 -1.6980 1.4753
H 3.7854 -3.0255 -0.7164
F 0.7403 -2.4728 0.4579
H -3.1691 2.0009 -2.6275
O 3.8256 0.6920 2.4382
C 1.0118 3.8315 0.0877
H -3.5236 -1.7428 -0.6753
H -5.2497 1.8570 0.0669
O 1.5103 3.2204 1.2573
F 1.2932 -1.7715 2.4310
H 5.0760 2.8270 4.6104
H 3.6938 0.6488 -3.4145
H -2.7928 -2.8984 0.4915
H 3.4397 -1.5389 -2.5720
O 0.3796 -0.8419 -4.6911
C 4.3900 -2.3088 1.6906
H 3.9733 -3.3187 1.6912
H -2.5958 -1.0444 5.1455
C -3.4740 -0.5549 2.7375
H 3.5239 2.0897 5.0515
O 3.9567 2.3263 0.4287
O 3.4585 3.5077 3.5479
H 0.3592 -1.4121 -6.7163
H 2.0806 -1.3435 -1.4879
V -1.9363 2.2369 2.4504
C -3.2399 -2.7833 -0.5059
C 1.4720 4.1385 2.3272

Forces on atoms 1 to 3 (eV/Å):
-0.0828 -0.0443 -0.1037
-0.2193 -0.2583 0.0733
0.0238 -0.0016 0.0887

The value obtained for the total energy is -127748.2060 eV. The calculation puts the HOMO-LUMO gap at 7.3 eV. For the LUMO energy, the calculation gives -4.0 eV. The net charge is +1.

---

# C2H2I2S2

2 unconnected molecules or ions with the total composition C2H2I2S2 (ωB97M-V/def2-TZVPD, OMol25).

Element x y z (Å)
H 0.1973 -3.6783 0.9810
I -2.9385 0.1161 -0.2020
S -0.1247 -3.0542 -0.1869
H 1.3926 2.9409 0.0694
C -0.8644 0.0502 -0.1445
I 2.1509 0.0710 -0.2904
C 0.1383 0.8851 -0.2678
S 0.0485 2.6692 0.0413

Forces on atoms 1 to 3 (eV/Å):
-0.1527 0.6392 -0.1861
1.3753 -0.0805 0.0795
-0.3468 1.0103 -0.0537

The value obtained for the total energy is -39972.7416 eV. The calculation puts the HOMO-LUMO gap at 5.3 eV. For the LUMO energy, the calculation gives -3.1 eV. The energy above the lowest of the compared OMol25 structures with the same formula, charge and spin is 410.0 kJ/mol.

---

# C5H7FO2

2 unconnected molecules or ions with the total composition C5H7FO2 (ωB97M-V/def2-TZVPD, OMol25).

Element x y z (Å)
C 0.0715 -0.8690 0.4823
H 0.9128 0.4960 2.2902
H 2.8238 0.6693 -0.5450
H -1.6596 1.8271 -0.3184
O 1.5989 0.5126 1.6157
C -3.1571 0.4172 -0.2052
H 2.9395 -1.0851 -0.4021
H -1.6311 0.4929 -1.5817
C 2.2544 -0.2546 -0.5581
F -0.2716 -1.5981 -0.6028
H 1.7675 -0.3807 -1.5205
H -0.6815 -0.8866 1.2481
O -4.1035 -0.0470 0.2841
C -2.0975 0.9356 -0.7235
C 1.2337 -0.2296 0.5368

Forces on atoms 1 to 3 (eV/Å):
0.3888 0.0775 0.1213
-0.0625 -0.0572 0.0163
0.0392 0.1078 -0.0399

The value obtained for the total energy is -12108.8897 eV. The calculation puts the HOMO-LUMO gap at 9.3 eV. For the LUMO energy, the calculation gives 0.6 eV. The energy above the lowest of the compared OMol25 structures with the same formula, charge and spin is 105.0 kJ/mol.

---

# C30H21BBr3F8InN3OP

A molecular structure, C30H21BBr3F8InN3OP (ωB97M-V/def2-TZVPD, OMol25).

Element x y z (Å)
C 1.1860 -0.7699 3.4919
C 2.2074 2.6421 0.7689
H -3.4642 -0.0565 0.2020
H 0.4263 -2.7712 0.3806
C 3.1164 3.6399 0.8830
C 1.9940 -1.9329 -5.9053
Br 2.5150 -0.7671 2.1756
C 4.3179 2.6791 -0.9741
F -0.7161 1.6529 -0.7120
F -2.0890 3.2575 -1.6677
H -4.2718 -4.0082 1.3092
N 3.4413 0.7822 -2.0642
H 3.0138 -0.1947 -6.6408
C 2.3187 -0.7826 -3.3873
C 1.5386 -2.5884 -4.7676
F -1.5724 -1.0180 6.5134
O 2.4105 -1.1082 -0.9820
H -2.6970 -5.6856 0.3909
C -1.0763 -0.7731 4.2266
H 3.2995 0.8174 -4.4086
F -2.3951 -0.7486 4.0055
Br -0.6093 0.9201 -3.9589
C 0.6756 -1.0020 5.8317
H -2.4962 3.7987 3.1345
In 0.8183 0.1727 -0.5543
C 4.2153 3.6436 -0.0264
C 1.5995 -0.9303 4.8034
H -2.9553 0.2035 -3.5500
C -1.4902 -2.0937 1.1173
H 1.3714 -2.5450 -2.6266
B -0.8310 3.1637 -1.1380
C -0.6045 -3.0401 0.5998
C -2.7199 2.9451 2.5095
H -0.3492 -5.0624 -0.0556
C -0.6735 -0.9292 5.5406
C 1.7044 -2.0241 -3.5116
C 3.3265 1.6496 -1.0747
C -4.1416 1.8329 0.9271
C -0.1702 -0.6640 3.1761
N 2.3739 -0.1093 -2.1295
H 5.1173 2.6639 -1.7007
C -1.8293 1.8875 2.4512
H -3.5061 -1.7239 1.7873
F 0.1859 3.3355 -2.0371
H 1.3405 2.5942 1.4194
H 1.8645 -2.3763 -6.8840
F 1.0782 -1.1570 7.0836
P -0.8047 -0.4574 1.4630
C -2.0086 -0.3194 -3.5881
H 2.9969 4.4041 1.6355
N 2.3095 1.6358 -0.1421
H -4.5656 3.7527 1.7806
C 2.6369 -0.7122 -5.7675
H 1.0617 -3.5568 -4.8556
H -1.9890 -1.1076 -4.3292
C -2.3572 -4.6796 0.5989
C -2.0951 0.7925 1.6326
H -5.0356 1.8170 0.3183
C -2.8134 -2.4488 1.3802
C 2.8022 -0.1343 -4.5182
H 4.9599 4.4276 0.0255
F 2.8891 -1.0330 5.1105
Br -1.7893 -1.1991 -1.8629
C -3.8770 2.9193 1.7472
C -1.0384 -4.3327 0.3478
H -0.9152 1.9323 3.0326
C -3.2426 -3.7384 1.1134
C -3.2545 0.7712 0.8641
F -0.6683 3.8468 0.0414

Forces on atoms 1 to 3 (eV/Å):
0.0964 -0.0102 0.0666
0.0179 -0.0179 0.0222
0.0217 0.0058 -0.0268

The value obtained for the total energy is -284978.4208 eV. The calculation puts the HOMO-LUMO gap at 6.5 eV. For the LUMO energy, the calculation gives -0.7 eV. The energy above the lowest of the compared OMol25 structures with the same formula, charge and spin is 332.9 kJ/mol.